This record from OMol25 describes 2 unconnected molecules or ions with the total composition C6H12O2. The level of theory is ωB97M-V with the def2-TZVPD basis set.

Element x y z (Å)
1 O -2.312678 0.219972 0.778446
2 O -1.267436 -0.341189 2.684228
3 H -1.555258 -2.531430 1.715854
4 H -1.714030 -2.216330 -0.038756
5 C 0.847550 0.550775 -0.756837
6 H -0.135601 -2.161774 0.763735
7 H 1.580628 1.081965 1.174023
8 H -1.869977 0.342965 3.016276
9 C 0.861271 0.502329 0.608584
10 C 2.141850 0.596876 -1.510181
11 H 2.081659 0.013652 -2.428557
12 H -1.253889 0.824429 -1.062473
13 H -0.349475 0.661256 -2.537485
14 H -0.255926 2.171665 -1.599676
15 C -1.427988 -0.421150 1.326052
16 H 2.335030 1.629040 -1.817143
17 C -1.195725 -1.941771 0.876477
18 C -0.306130 1.082663 -1.533720
19 H 2.991700 0.306522 -0.897834
20 H 0.804426 -0.370464 1.238988

Force components x, y, z for each atom (eV/Å):
O 1.627 0.306 0.229
O 0.731 0.317 -0.269
H -0.121 -0.003 -0.044
H -0.088 0.455 0.050
C 0.477 0.968 -1.443
H 0.009 -0.097 -0.045
H 1.302 0.125 -0.540
H 0.198 0.100 -0.277
C 0.891 -0.524 2.013
C 0.325 1.353 0.358
H -0.048 -0.182 0.091
H 0.016 0.219 0.046
H 0.127 0.202 -0.258
H 0.275 0.012 0.049
C -4.022 -2.707 0.191
H 0.109 0.152 -0.299
C 1.100 1.432 0.434
C -1.195 -1.719 -0.289
H -0.028 -0.303 -0.078
H -1.686 -0.107 0.083

* frontier orbital gap (alpha / beta): 7.46 / 8.41 eV

Mulliken charges, unit e, in atom order:
1 O -0.594
2 O -0.444
3 H 0.373
4 H 0.284
5 C 1.071
6 H 0.274
7 H 0.334
8 H 0.313
9 C -1.162
10 C -1.419
11 H 0.352
12 H 0.260
13 H 0.338
14 H 0.292
15 C 0.593
16 H 0.343
17 C -0.896
18 C -1.004
19 H 0.380
20 H 0.313

---

This record from OMol25 describes a single C6H12O2 molecule. The level of theory is ωB97M-V with the def2-TZVPD basis set.

Element x y z (Å)
1 H -0.486433 0.885743 -2.765492
2 H -2.912712 0.919366 -2.162860
3 H 0.937902 0.527059 2.937657
4 C 0.184580 -0.217296 0.203078
5 H -0.103246 -2.323310 0.786891
6 H 0.926482 1.755043 0.876510
7 O 0.114723 -0.218439 -1.199150
8 H -0.734642 1.668915 -1.204521
9 H -0.787662 0.005845 0.659239
10 C 1.248896 0.717584 0.781224
11 H -2.306361 -0.737520 -2.271172
12 H -2.577498 0.008876 -0.689047
13 H 2.582595 0.140448 2.424472
14 C -0.810544 0.714291 -1.738535
15 C 1.531238 0.078247 2.136266
16 C 0.673059 -1.560929 0.719439
17 H 1.466599 -1.928251 0.056004
18 H 2.126350 0.675945 0.132104
19 C -2.235017 0.193942 -1.709118
20 O 1.161689 -1.305559 2.027012

Force components x, y, z for each atom (eV/Å):
H -0.037 0.011 0.006
H 0.007 0.009 0.014
H -0.026 -0.005 -0.038
C 0.075 0.020 0.185
H -0.031 0.060 -0.024
H 0.012 -0.033 -0.050
O -0.075 -0.084 -0.061
H 0.004 0.009 -0.010
H -0.041 0.011 -0.102
C -0.016 0.057 0.069
H 0.006 -0.004 0.022
H 0.019 0.007 -0.041
H -0.003 0.027 -0.032
C 0.058 0.033 0.032
C 0.073 -0.094 0.078
C 0.053 -0.077 0.002
H 0.001 0.015 0.021
H -0.041 0.012 0.002
C -0.048 -0.017 -0.035
O 0.010 0.046 -0.038

* frontier orbital gap: 10.57 eV

Mulliken charges, unit e, in atom order:
1 H 0.306
2 H 0.372
3 H 0.259
4 C 0.442
5 H 0.305
6 H 0.362
7 O -0.402
8 H 0.272
9 H 0.121
10 C -0.740
11 H 0.268
12 H 0.300
13 H 0.295
14 C -0.239
15 C -0.427
16 C -0.613
17 H 0.273
18 H 0.285
19 C -1.031
20 O -0.409

---

This record from OMol25 describes 2 unconnected molecules or ions with the total composition C6H12O2. The level of theory is ωB97M-V with the def2-TZVPD basis set.

Element x y z (Å)
1 H 0.944393 0.039333 3.285941
2 C -1.496153 -0.104873 -2.787307
3 H -1.279418 -1.917574 0.404454
4 H -2.495143 -0.522657 -2.909209
5 C -1.270374 0.331003 -1.415353
6 H 3.209799 0.742198 1.103069
7 C -0.089606 0.233105 -0.757926
8 H 0.764601 -0.139076 -1.317873
9 C 1.378479 0.872208 2.734549
10 H -2.172507 0.727512 -0.953296
11 H -1.406011 0.645130 -3.581860
12 C 0.095419 0.540909 0.602852
13 H -0.812160 0.836519 1.119181
14 H -0.783311 -0.860691 -3.138983
15 C 1.304169 0.656436 1.257794
16 H 2.409414 0.969210 3.084810
17 O -1.034904 -2.823699 0.236125
18 H 0.893176 1.796551 3.045279
19 O 2.406176 0.626968 0.569660
20 H -0.566038 -2.648514 -0.581907

Force components x, y, z for each atom (eV/Å):
H -0.242 -0.022 -0.105
C 0.297 -0.968 -1.302
H -0.614 0.361 0.786
H -0.090 0.068 0.106
C -1.204 0.340 -0.355
H -0.172 -0.065 0.068
C 1.493 -0.205 0.623
H 0.015 0.053 0.006
C 0.555 0.074 0.164
H 0.299 0.081 0.448
H -0.121 0.522 0.438
C -1.523 0.403 -1.321
H 0.224 -0.159 0.436
H 0.028 -0.001 0.365
C 0.726 0.331 1.287
H 0.021 -0.102 -0.208
O 0.234 0.342 -0.306
H -0.336 -0.029 -0.173
O 0.042 -0.237 -0.495
H 0.367 -0.787 -0.463

* ⟨S²⟩: 0.772
* frontier orbital gap (alpha / beta): 9.21 / 7.70 eV
* multiplicity: 2
* charge: +1

Mulliken charges, unit e, in atom order:
1 H 0.330
2 C -1.238
3 H 0.328
4 H 0.370
5 C 0.129
6 H 0.382
7 C -0.576
8 H 0.374
9 C -1.258
10 H 0.349
11 H 0.361
12 C -0.019
13 H 0.416
14 H 0.339
15 C 0.608
16 H 0.428
17 O -0.602
18 H 0.344
19 O -0.387
20 H 0.321

---

Listing ΔE to the lowest compared entry with this formula, charge and spin for the structures above in their given order: 441.18; 149.85; 14.70 kJ/mol.